A 2-piece molecular cluster, C4H12 overall at a distorted geometry, computed with ωB97M-V with the def2-TZVPD basis set.

## Properties
Orbital gap (eV): 12.933
Molar mass (Da): 60.14
Multiplicity: 1
Net charge: 0
Max |F| (eV/A): 1.2
SMILES: CC.CC
Highest occupied orbital energy (eV): -11.792
Relative energy (zero: lowest compared OMol25 entry of this formula, charge and spin) (kJ/mol): 10.47

CARTESIAN COORDINATES (ANGSTROEM)
C  -0.8770  -1.9191  -1.5316
H  -0.1520  -2.3056  0.4702
H  0.8709  0.5333  0.1999
C  1.0787  2.2797  1.4214
H  2.1119  2.1856  1.7444
H  -1.3500  -0.9968  0.3572
H  -0.1579  1.9204  -0.3235
H  0.4641  1.8710  2.2173
H  -0.8218  -2.9250  -1.9381
C  0.8036  1.6191  0.0723
H  1.6070  1.8164  -0.6330
H  -1.8391  -2.6992  0.3032
C  -1.0799  -1.9788  -0.0172
H  0.0750  -1.4412  -1.7288
H  -1.6512  -1.3153  -1.9899
H  0.9177  3.3556  1.3761